This record from OMol25 describes a 12-piece molecular cluster, C29H62O22S7 overall at a distorted geometry. The level of theory is wB97M-V/def2-TZVPD.

XYZ file:
```
120
Properties=species:S:1:pos:R:3:forces:R:3
C -1.921146 0.103002 -6.215549 -1.9 0.2 0.9
S -1.423502 -1.588849 -6.315691 1.4 0.2 -0.3
O -0.150064 -1.560864 -5.499493 -0.6 -0.5 -0.3
C -2.659507 -2.380445 -5.299234 1.4 0.9 0.5
H -1.234363 0.737553 -6.703599 0.8 0.4 -1.0
H -1.905830 0.434875 -5.186207 0.1 -0.3 0.6
H -2.948777 0.288013 -6.552507 0.3 -0.2 -0.3
H -2.433290 -1.989866 -4.331569 0.2 -0.1 1.1
H -2.485164 -3.425398 -5.358106 0.0 -0.9 0.0
H -3.650551 -2.102327 -5.473360 -1.6 0.3 -0.9
C 0.368126 -1.853751 -1.764658 0.1 -1.1 0.1
S 0.973752 -2.529007 -0.227070 2.1 0.2 -0.9
O 0.162437 -2.115040 0.923459 -1.4 0.3 0.9
C 0.627480 -4.242567 -0.551617 -0.2 -1.5 -0.7
H 1.158323 -2.274568 -2.424518 -0.8 0.5 -0.2
H 0.378696 -0.769486 -1.733247 0.0 0.0 0.0
H -0.625735 -2.275529 -1.955844 0.1 0.4 -0.3
H 0.736947 -4.689591 0.451334 -0.2 -0.1 -0.6
H 1.282715 -4.814153 -1.276712 -0.1 1.2 1.0
H -0.365061 -4.396756 -0.996689 -0.2 0.3 0.6
C -0.268185 -4.348557 5.260563 -1.1 2.0 1.0
S -0.062233 -2.677937 4.558673 -0.2 0.5 -0.5
O 0.393383 -1.696959 5.613505 -0.3 -1.1 -0.3
C 1.380312 -3.150416 3.627115 0.6 0.0 0.4
H -0.313494 -5.084970 4.498915 0.3 -0.6 -0.6
H -1.214155 -4.316405 5.816680 0.3 -0.2 -0.1
H 0.547469 -4.370692 5.945620 0.7 -0.8 0.5
H 2.159637 -3.499741 4.348961 -0.5 0.3 -0.7
H 1.705172 -2.290737 3.043650 0.1 0.0 0.2
H 1.105035 -3.925129 2.912340 0.0 -0.1 0.1
C 0.146735 3.718528 -3.853743 0.9 -0.2 0.8
S -1.263001 4.745638 -4.013265 -1.5 1.1 -1.2
O -2.522092 3.909016 -4.071026 1.0 0.1 0.5
C -1.160015 5.630919 -2.469963 -0.3 0.2 -0.8
H -0.088091 2.878995 -3.226220 -0.1 -0.4 0.6
H 1.076839 4.229062 -3.511045 -0.9 -0.2 -0.2
H 0.279673 3.332407 -4.830603 0.4 -0.4 -1.0
H -0.271020 6.226988 -2.675849 0.0 0.3 0.5
H -0.988949 4.920964 -1.678694 -0.2 0.1 0.6
H -2.071023 6.267764 -2.399167 0.8 -0.6 0.2
C -3.660540 1.820569 -1.783603 0.0 0.3 1.4
S -5.218785 1.648242 -2.591992 0.0 -0.7 -0.1
O -6.116378 1.015499 -1.585093 -0.5 -0.3 0.4
C -5.616153 3.345000 -2.594324 1.6 3.0 -1.7
H -3.159833 0.861420 -1.724492 -0.4 -0.5 0.5
H -3.882984 2.298866 -0.766851 0.6 -0.7 -1.3
H -3.013705 2.392525 -2.415534 0.2 0.9 -0.3
H -5.590036 3.831578 -1.617223 -0.4 -0.5 0.3
H -6.563699 3.531690 -3.132359 0.4 -0.2 0.4
H -4.747158 3.936186 -3.154999 -1.8 -1.4 0.7
C 3.181203 0.412860 -2.670591 1.0 1.1 0.2
S 4.554197 -0.607816 -3.052856 0.8 -1.6 0.3
O 5.345503 -0.890285 -1.815776 0.1 0.5 0.0
C 3.705042 -2.196663 -3.381270 1.2 0.3 0.9
H 3.607311 1.416590 -2.503398 -0.3 -0.3 -0.2
H 2.606460 0.157522 -1.822878 -0.5 -0.7 1.1
H 2.607861 0.365784 -3.554792 -1.0 0.3 -1.1
H 4.539045 -2.879673 -3.676619 -0.9 0.5 -0.1
H 3.007745 -1.944858 -4.160423 -0.5 -0.6 -0.4
H 3.283189 -2.573912 -2.423067 0.1 0.4 -0.7
C -5.578899 -2.452171 -0.833938 -1.7 0.4 0.3
S -3.926020 -2.929599 -0.960737 2.1 -0.6 -0.3
O -3.177956 -1.926357 -1.771044 -0.1 0.3 -0.7
C -3.504697 -2.518888 0.701654 0.2 -0.6 2.1
H -6.078684 -3.011281 -0.037033 0.1 -0.3 -0.2
H -6.127077 -2.541198 -1.770158 0.2 -0.2 0.0
H -5.601659 -1.427666 -0.521108 0.0 0.9 0.0
H -2.430613 -2.295076 0.965714 -0.9 -0.8 -0.9
H -3.916220 -3.354109 1.322350 0.6 0.5 -0.2
H -4.054769 -1.643694 1.005922 -0.3 0.6 0.0
C 5.391501 -1.869226 1.083639 0.9 0.9 -1.2
C 4.851359 -1.907774 2.500849 -1.3 -0.3 -0.7
O 4.121184 -3.147713 2.486408 -0.8 -0.7 -0.2
C 3.949430 -3.620329 1.209384 2.0 2.1 1.4
O 3.212916 -4.467969 0.882792 -1.4 -1.7 -0.3
O 4.788228 -2.981261 0.397570 0.4 -0.1 0.0
H 6.515775 -1.897029 1.011801 -1.2 -0.3 0.0
H 5.004079 -1.030183 0.489863 0.5 0.1 0.5
H 4.121256 -1.093194 2.656532 0.5 -0.3 0.1
H 5.553996 -1.986348 3.301415 0.6 0.2 0.3
C 5.710424 2.019734 -0.009157 1.3 -0.3 0.2
C 5.559921 2.219107 1.471188 2.1 -1.5 1.9
O 4.541974 3.146112 1.599070 -1.0 1.4 0.9
C 4.102328 3.513727 0.389777 -0.9 0.0 0.1
O 3.278938 4.329895 0.122261 -0.3 0.4 0.6
O 4.665510 2.753964 -0.516808 -0.5 0.6 -2.4
H 5.551193 1.028830 -0.315371 0.1 -1.5 -0.4
H 6.661702 2.366991 -0.419775 0.0 0.1 0.1
H 6.488435 2.571858 1.970051 -0.5 0.2 -0.4
H 5.340863 1.291305 2.035577 -0.4 0.4 -0.5
C 2.732441 0.275835 4.979868 0.0 -2.3 -0.5
C 3.147963 1.703681 4.803597 1.3 -0.2 -0.1
O 4.593885 1.652200 4.897535 0.6 0.6 0.7
C 5.015106 0.472180 5.344356 -0.3 -2.1 -0.4
O 6.129172 0.138669 5.652757 -0.8 0.8 -0.3
O 3.975888 -0.436727 5.280384 0.3 1.2 0.4
H 2.360321 -0.132213 4.016696 0.2 0.2 0.9
H 2.022643 -0.018063 5.767823 0.2 0.6 -0.3
H 2.800492 2.353149 5.589856 -0.3 0.5 -0.1
H 3.040140 2.016590 3.778287 -0.9 0.6 -0.1
C -7.107849 1.350860 1.643355 1.4 0.2 0.6
C -6.773389 2.854573 1.486672 0.4 -0.5 -0.2
O -5.337376 2.936496 1.684789 -0.7 1.0 0.2
C -4.808500 1.732907 1.839084 -2.4 -0.7 -0.7
O -3.680069 1.454252 1.941786 3.0 0.1 0.4
O -5.738341 0.776275 1.785453 -2.3 -0.2 0.1
H -7.562625 0.921329 0.754419 0.1 0.0 0.0
H -7.708677 1.134996 2.547554 0.5 0.0 -0.4
H -7.296567 3.543458 2.134020 0.1 -0.1 0.6
H -6.974807 3.195899 0.494794 0.0 0.0 -0.8
C -0.492340 1.597227 1.222384 -0.3 0.6 -0.8
C -0.605830 0.628387 2.384181 -0.8 -2.2 -1.5
O 0.789454 0.319951 2.567026 0.1 -0.6 1.6
C 1.547455 0.707788 1.568564 1.2 -0.1 -1.7
O 2.726864 0.466356 1.374898 -1.1 0.1 1.0
O 0.839172 1.402754 0.676726 -0.9 0.2 0.2
H -0.563985 2.609416 1.573119 0.2 0.6 0.2
H -1.203202 1.522698 0.400365 0.0 -0.5 0.2
H -1.167549 -0.368575 2.100081 1.2 2.0 0.6
H -1.040095 1.052041 3.283417 0.2 0.0 0.0
```
Positions in Å, forces in eV/Å.

The LUMO energy is 0.3 eV. Its multiplicity is 1. The value obtained for the frontier orbital gap is 8.93 eV. Its HOMO energy is -8.640 eV. The total charge is 0. The calculation puts the energy above the lowest of the compared OMol25 structures with the same formula, charge and spin at 50.7 kJ/mol.